Version A
Below is a 12-piece molecular cluster, C12H48N24O12 overall, with properties calculated with ωB97M-V/def2-TZVPD.

SMILES ... NC(N)=O.NC(N)=O.NC(N)=O.NC(N)=O.NC(N)=O.NC(N)=O.NC(N)=O.NC(N)=O.NC(N)=O.NC(N)=O.NC(N)=O.NC(N)=O

Geometry (Å):
N 2.51 -7.38 -0.29
C 2.10 -6.45 -1.13
N 3.09 -5.76 -1.65
O 0.97 -6.33 -1.46
H 1.78 -7.89 0.18
H 3.49 -7.40 -0.02
H 2.79 -5.25 -2.46
H 3.91 -5.57 -1.09
N -0.13 -1.59 0.55
C -0.36 -0.51 -0.10
N 0.01 -0.49 -1.33
O -1.05 0.36 0.40
H -0.12 -1.49 1.55
H 0.26 -2.42 0.12
H 0.58 -1.15 -1.83
H -0.14 0.44 -1.71
N -2.00 0.34 -6.84
C -1.73 1.59 -7.21
N -2.76 2.37 -7.04
O -0.70 1.85 -7.86
H -2.60 0.21 -6.03
H -1.21 -0.29 -6.82
H -3.59 2.04 -6.58
H -2.54 3.34 -7.19
N -4.97 -2.45 2.86
C -5.16 -3.73 2.78
N -4.97 -4.24 1.59
O -5.58 -4.36 3.71
H -4.56 -1.92 2.10
H -5.25 -1.97 3.70
H -4.50 -3.65 0.92
H -5.24 -5.16 1.28
N -0.94 -0.73 7.96
C -0.20 -1.43 7.16
N -0.33 -2.72 7.33
O 0.52 -0.93 6.28
H -1.63 -1.19 8.54
H -0.98 0.27 7.82
H -0.97 -2.94 8.09
H 0.18 -3.51 6.95
N 4.34 -4.84 4.91
C 5.17 -5.81 5.11
N 5.43 -5.90 6.35
O 5.82 -6.38 4.26
H 4.03 -4.71 3.95
H 4.29 -4.03 5.51
H 6.14 -6.53 6.67
H 4.95 -5.21 6.92
N -7.26 2.29 -3.00
C -6.14 1.72 -2.65
N -5.67 2.26 -1.58
O -5.57 0.81 -3.20
H -7.61 1.96 -3.90
H -7.69 3.03 -2.47
H -6.34 2.78 -1.03
H -4.81 1.95 -1.15
N 2.89 -2.78 -8.47
C 3.19 -3.05 -7.22
N 4.46 -3.28 -7.04
O 2.36 -2.95 -6.34
H 3.53 -3.07 -9.19
H 1.93 -2.63 -8.74
H 5.07 -3.30 -7.84
H 4.78 -3.59 -6.13
N 4.53 1.83 -3.55
C 5.32 2.29 -4.47
N 4.82 3.17 -5.18
O 6.52 2.09 -4.60
H 4.86 1.22 -2.82
H 3.67 2.35 -3.38
H 5.59 3.62 -5.64
H 3.87 3.50 -5.10
N -1.69 6.30 -2.69
C -0.39 6.32 -2.81
N 0.14 7.46 -2.46
O 0.29 5.36 -3.15
H -2.21 7.14 -2.51
H -2.19 5.43 -2.84
H 1.13 7.48 -2.28
H -0.47 8.11 -1.98
N -3.38 4.03 5.09
C -4.63 3.97 5.42
N -4.82 4.45 6.60
O -5.55 3.50 4.69
H -3.19 3.66 4.17
H -2.67 4.38 5.70
H -4.04 5.05 6.81
H -5.77 4.46 6.93
N 2.41 4.17 3.33
C 3.37 4.50 4.14
N 3.57 3.53 4.97
O 4.10 5.48 3.99
H 1.99 3.25 3.39
H 2.31 4.74 2.50
H 2.93 2.77 5.14
H 4.32 3.74 5.61

Version B
Below is a 12-piece molecular cluster, C12H48N24O12 overall, with properties calculated with ωB97M-V/def2-TZVPD.

SMILES ... NC(N)=O.NC(N)=O.NC(N)=O.NC(N)=O.NC(N)=O.NC(N)=O.NC(N)=O.NC(N)=O.NC(N)=O.NC(N)=O.NC(N)=O.NC(N)=O

Geometry (Å):
N 3.41 -0.38 4.98
C 2.19 0.07 4.95
N 1.54 0.05 3.73
O 1.66 0.63 5.91
H 3.99 -0.34 5.81
H 3.83 -0.82 4.17
H 0.68 0.56 3.60
H 2.15 -0.26 2.98
N -1.08 4.66 -2.95
C -0.59 3.79 -2.12
N 0.48 4.21 -1.59
O -0.98 2.69 -1.83
H -0.57 5.53 -3.01
H -2.00 4.46 -3.32
H 0.99 3.68 -0.89
H 0.79 5.08 -2.00
N -3.00 0.34 6.01
C -2.19 1.16 5.41
N -2.46 0.87 4.14
O -1.28 1.78 5.86
H -3.71 -0.32 5.73
H -2.98 0.23 7.01
H -1.81 1.41 3.57
H -2.94 0.01 3.95
N -1.57 -2.02 3.08
C -2.82 -2.19 3.24
N -3.25 -2.45 4.47
O -3.61 -1.91 2.31
H -1.15 -1.75 2.20
H -0.88 -2.11 3.81
H -2.56 -2.66 5.18
H -4.23 -2.34 4.70
N 3.07 -1.97 0.61
C 4.05 -1.76 1.47
N 5.25 -1.71 1.00
O 3.91 -1.50 2.62
H 2.11 -2.04 0.93
H 3.22 -1.95 -0.39
H 5.40 -1.52 0.02
H 6.04 -1.54 1.61
N -0.65 0.47 0.06
C 0.01 -0.58 0.00
N 0.49 -0.74 -1.27
O 0.28 -1.29 0.95
H -0.95 0.77 0.98
H -0.93 0.98 -0.77
H 0.17 -0.21 -2.06
H 0.74 -1.68 -1.54
N 2.82 1.06 -2.12
C 3.57 0.10 -2.55
N 4.37 0.51 -3.40
O 3.69 -1.01 -2.09
H 2.75 1.75 -2.85
H 2.15 0.93 -1.37
H 5.07 -0.03 -3.89
H 4.15 1.36 -3.90
N -3.17 3.52 -0.21
C -4.21 2.75 0.05
N -4.54 2.12 -1.05
O -4.74 2.50 1.14
H -2.44 3.25 -0.85
H -2.67 4.03 0.51
H -4.16 2.60 -1.86
H -5.33 1.50 -0.98
N -0.84 -4.47 -2.30
C 0.33 -4.37 -1.68
N 0.44 -5.37 -0.87
O 1.05 -3.38 -1.83
H -1.33 -5.35 -2.28
H -0.98 -3.69 -2.92
H 1.10 -5.29 -0.11
H -0.07 -6.23 -1.01
N -0.21 4.35 1.69
C -1.03 3.56 2.32
N -2.19 4.07 2.50
O -0.74 2.38 2.41
H 0.75 4.04 1.64
H -0.34 5.35 1.76
H -2.75 3.48 3.11
H -2.34 5.07 2.46
N 2.41 -2.88 -6.55
C 1.72 -3.14 -5.47
N 2.42 -3.05 -4.40
O 0.62 -3.53 -5.42
H 3.31 -2.42 -6.56
H 1.88 -3.08 -7.38
H 1.89 -3.13 -3.54
H 3.24 -2.46 -4.40
N -1.61 -1.33 -4.17
C -1.39 -0.14 -3.82
N -2.18 0.39 -2.92
O -0.40 0.46 -4.20
H -0.93 -1.75 -4.80
H -2.33 -1.84 -3.69
H -1.97 1.37 -2.79
H -3.07 0.01 -2.65

Stability, lowest: version A

Version A
Below is an isolated ion of composition C4H10N3O3 and charge +1, with properties calculated with ωB97M-V/def2-TZVPD.

SMILES ... N[C@]1([NH3+])CC(=O)O[C@]1(N)O
Net charge ... +1

Geometry (Å):
N -0.79 -1.36 1.10
C -0.49 -0.27 0.35
N -0.39 1.04 1.38
C -1.47 0.02 -0.78
C -0.68 0.54 -1.91
O -1.23 0.91 -2.86
O 0.66 0.34 -1.71
C 0.90 -0.21 -0.54
N 1.90 0.68 0.13
O 1.28 -1.54 -0.51
H -0.14 -1.88 1.63
H -1.74 -1.55 1.46
H -1.05 1.80 1.20
H 0.66 1.20 1.21
H -0.47 0.69 2.31
H -2.41 0.67 -0.66
H -1.82 -0.95 -0.99
H 2.76 0.14 0.41
H 2.25 1.37 -0.45
H 2.27 -1.63 -0.76

Version B
Below is a 2-piece molecular cluster, C4H10N3O3 overall, with properties calculated with ωB97M-V/def2-TZVPD.

Net charge ... +1

Geometry (Å):
C 1.54 1.77 -0.30
C -1.96 -1.33 0.19
C 0.30 -0.25 0.34
C -1.08 -0.20 -0.30
N 0.61 2.52 -0.71
N 2.61 1.30 -0.22
N 0.96 -1.26 -0.12
O 1.02 -1.86 -1.19
O 1.82 -1.79 0.79
O -1.61 1.03 -0.04
H -1.70 -1.61 1.26
H -1.90 -2.18 -0.37
H -2.92 -0.97 0.01
H 0.48 -0.09 1.40
H -0.96 -0.15 -1.46
H -0.27 2.25 -1.12
H 0.60 3.59 -0.66
H 1.25 -2.46 1.29
H 3.30 0.79 0.45
H -2.12 0.91 0.77

Stability, lowest: version B

Version A
Below is a 2-piece molecular cluster, C7H13N2S overall, with properties calculated with ωB97M-V/def2-TZVPD.

Net charge ... +1

Geometry (Å):
C 0.99 3.05 0.39
C 3.08 3.10 1.13
C 1.22 1.78 0.73
C -0.86 -2.34 -1.14
C -2.37 -0.35 -1.05
C -0.59 -0.58 0.60
C -1.03 -0.85 -0.82
N 2.10 3.74 0.55
N 0.50 -1.40 1.03
S 2.62 1.45 1.54
H 0.33 3.55 -0.20
H 4.02 3.38 1.38
H -1.43 -2.85 -0.37
H 0.20 -2.68 -1.19
H -1.12 -2.49 -2.27
H -2.82 -0.38 -2.14
H -3.09 -1.06 -0.61
H -2.74 0.56 -0.65
H -1.23 -0.26 1.33
H -0.25 -0.36 -1.49
H 1.26 -1.30 0.30
H 0.29 -2.52 1.04
H 0.93 -1.19 1.91

Version B
Below is C7H13N2S as an isolated structure, with properties calculated with ωB97M-V/def2-TZVPD.

Net charge ... +1

Geometry (Å):
C -1.59 0.26 0.24
C 1.18 0.04 1.56
C 1.06 -1.33 0.83
C 1.09 0.09 -1.44
C -0.17 0.64 2.04
C 0.47 -0.49 -2.67
C 0.76 -1.11 -0.63
N -1.02 1.23 0.95
N -2.66 0.39 -0.50
S -0.11 -2.00 -1.75
H 1.78 -0.07 2.48
H 1.79 0.77 0.92
H 1.94 -2.02 1.02
H 0.27 -1.93 1.21
H 2.06 0.44 -1.58
H 0.59 1.01 -0.95
H -0.80 0.02 2.59
H 0.02 1.51 2.69
H -0.29 0.05 -3.11
H 1.30 -0.56 -3.55
H -1.50 2.21 1.18
H -2.93 -0.38 -1.05
H -3.24 1.25 -0.50

Stability, lowest: version A

Version A
Below is a 2-piece molecular cluster, C3H10S overall, with properties calculated with ωB97M-V/def2-TZVPD.

SMILES ... CSC.C

Geometry (Å):
C 2.47 -0.11 0.71
S 1.87 1.55 1.18
C 0.99 1.83 -0.48
H 2.77 -0.30 -0.37
H 1.94 -1.01 0.97
H 3.51 -0.24 1.03
H 0.21 1.12 -0.69
H 0.68 2.88 -0.44
H 1.87 1.67 -1.09
C -6.11 -3.96 -2.03
H -6.72 -3.11 -2.38
H -6.78 -4.39 -1.28
H -5.32 -3.48 -1.43
H -5.92 -4.75 -2.76

Version B
Below is a 2-piece molecular cluster, C3H10S overall, with properties calculated with ωB97M-V/def2-TZVPD.

SMILES ... CCS.C

Geometry (Å):
C -1.43 0.73 0.58
C -2.55 -0.17 0.30
S -2.95 -0.24 -1.40
H -1.74 1.76 0.57
H -0.43 0.24 0.05
H -1.40 0.48 1.70
H -2.50 -1.20 0.74
H -3.38 0.14 0.89
H -2.35 0.89 -1.86
C 3.75 -0.53 -0.34
H 3.13 -1.12 -1.09
H 3.41 0.44 -0.20
H 4.82 -0.23 -0.53
H 3.62 -1.19 0.61

Stability, lowest: version B